The following is a DFT calculation (wB97M-V/def2-TZVPD) of one molecule with the formula C20H24N2O3S at a distorted geometry.

- Total charge: 0
- HOMO-LUMO gap: 8.3 eV
- ΔE to the lowest compared entry with this formula, charge and spin: 44.9 kcal per mole

Geometry (Å):
C1 4.64902 2.19466 -4.70525
C2 3.37161 1.67098 -4.03346
C3 2.85441 2.62205 -2.92878
N1 1.49936 2.26797 -2.48194
C4 0.40383 2.59870 -3.24532
O1 0.52203 3.21276 -4.30066
C5 -1.03841 2.36889 -2.72951
C6 -1.07037 2.35476 -1.21637
C7 0.04654 1.51122 -0.67191
C8 -0.21739 0.73919 0.45837
C9 0.76095 -0.06752 0.98297
N2 0.40407 -0.86515 2.07158
S1 1.20670 -2.36114 2.36536
O2 1.22127 -3.21261 1.18962
O3 2.51299 -2.07307 2.94093
C10 0.15093 -3.06323 3.64444
C11 -1.33922 -2.77170 3.35594
C12 -2.01495 -1.80434 4.11407
C13 -3.31650 -1.44855 3.81279
C14 -3.97071 -2.03965 2.73108
C15 -5.38922 -1.60736 2.43561
C16 -3.31352 -2.96803 1.90344
C17 -1.98408 -3.32496 2.24376
C18 2.03993 -0.11676 0.39665
C19 2.30758 0.60968 -0.76939
C20 1.29367 1.43782 -1.33805
H1 5.50006 2.21074 -3.98719
H2 4.85242 1.57286 -5.58647
H3 4.45270 3.21174 -5.07890
H4 2.57190 1.58695 -4.77220
H5 3.49775 0.64477 -3.66819
H6 2.85902 3.67708 -3.30039
H7 3.56288 2.58772 -2.08027
H8 -1.37174 1.40983 -3.06637
H9 -1.67999 3.15447 -3.14477
H10 -1.01936 3.39782 -0.82090
H11 -2.01128 1.95327 -0.87787
H12 -1.16508 0.75790 0.95068
H13 -0.60480 -0.97326 2.15839
H14 0.31681 -4.12459 3.74598
H15 0.45404 -2.59956 4.59638
H16 -1.50860 -1.40050 4.97735
H17 -3.87899 -0.78097 4.45032
H18 -5.85902 -0.98399 3.21735
H19 -6.02358 -2.49946 2.28999
H20 -5.39742 -1.06994 1.48139
H21 -3.83083 -3.34062 1.04300
H22 -1.43454 -4.05348 1.60333
H23 2.84106 -0.72007 0.88436
H24 3.28610 0.51670 -1.24094

Atom charges from the Mulliken analysis, given in e for atoms 1 to 4: atom 1 (C): -1.25, atom 2 (C): -0.10, atom 3 (C): -1.27, atom 4 (N): 0.15